Entry 1:
Formula: C20H62O21
Source: OMol25
Level of theory: the ωB97M-V functional and the def2-TZVPD basis

ORCA input file:
```
! wB97M-V def2-TZVPD RIJCOSX def2/J DEFGRID3
* xyz 0 1
O -13.30 23.18 1.47
C -12.45 22.02 1.32
C -11.08 22.49 0.75
O -10.27 21.34 0.41
H -13.32 23.55 0.59
H -12.36 21.29 2.08
H -12.96 21.45 0.57
H -10.46 23.03 1.44
H -11.20 23.11 -0.09
H -9.42 21.65 0.11
O -18.70 17.00 3.12
C -18.68 18.40 2.98
C -18.33 18.80 1.54
O -17.00 18.48 1.16
H -19.03 16.79 3.97
H -19.69 18.60 3.19
H -17.95 18.86 3.60
H -18.44 19.83 1.32
H -19.07 18.38 0.89
H -16.70 18.25 2.01
O -13.39 17.54 0.19
C -12.57 18.52 0.75
C -11.55 17.95 1.80
O -11.22 18.94 2.66
H -13.79 17.02 0.85
H -12.03 18.99 -0.03
H -13.20 19.31 1.12
H -10.70 17.56 1.37
H -12.00 17.21 2.36
H -11.34 18.52 3.53
O -14.80 22.62 -1.41
C -15.76 22.80 -2.44
C -15.38 21.95 -3.64
O -16.42 21.83 -4.49
H -14.96 21.79 -0.94
H -16.69 22.35 -2.07
H -15.96 23.85 -2.75
H -15.12 20.97 -3.26
H -14.49 22.36 -4.09
H -16.70 22.66 -4.82
O -19.22 17.58 -1.36
C -18.95 18.08 -2.62
C -17.97 19.20 -2.50
O -17.84 19.58 -3.88
H -19.04 16.68 -1.28
H -18.54 17.36 -3.29
H -19.85 18.46 -3.14
H -16.93 18.89 -2.15
H -18.27 20.04 -1.90
H -17.27 20.36 -3.87
O -10.62 19.80 -3.94
C -11.01 19.70 -2.61
C -12.13 20.70 -2.49
O -11.60 21.98 -2.35
H -10.11 20.66 -3.94
H -11.36 18.69 -2.46
H -10.12 19.92 -2.02
H -12.66 20.58 -1.60
H -12.85 20.56 -3.29
H -11.18 22.08 -1.48
O -15.70 22.50 3.57
C -15.96 21.20 3.98
C -15.02 20.27 3.40
O -15.53 19.00 3.72
H -15.72 22.56 2.66
H -15.90 21.13 5.08
H -16.93 20.92 3.73
H -13.95 20.47 3.64
H -14.98 20.40 2.31
H -14.87 18.34 3.46
O -13.82 17.28 -5.84
C -13.44 17.89 -4.61
C -14.71 18.29 -3.93
O -14.44 18.39 -2.49
H -14.60 17.71 -6.17
H -12.94 17.23 -3.91
H -12.80 18.72 -4.78
H -15.52 17.61 -4.02
H -14.94 19.27 -4.41
H -14.39 17.52 -2.09
O -16.47 22.15 0.98
C -17.77 22.22 0.46
C -18.70 22.56 1.61
O -20.03 22.67 1.14
H -15.93 21.48 0.50
H -17.64 23.08 -0.24
H -18.06 21.35 -0.08
H -18.33 23.40 2.08
H -18.75 21.80 2.41
H -20.60 22.65 1.96
O -17.85 15.78 0.48
C -16.74 15.10 -0.07
C -16.10 15.96 -1.11
O -14.77 15.60 -1.36
H -17.59 16.61 0.86
H -16.00 14.94 0.74
H -17.00 14.16 -0.46
H -16.10 17.02 -0.78
H -16.58 15.97 -2.10
H -14.62 14.71 -1.18
O -15.17 20.04 -0.23
H -14.67 19.55 -0.85
H -15.80 19.40 0.08
*
```

Its calculated total energy is -2378.9601 hartree. Its HOMO energy is -9.55 eV. The LUMO energy is -0.0033 Ha. The SMILES is OCCO.OCCO.OCCO.OCCO.OCCO.OCCO.OCCO.OCCO.OCCO.OCCO.O. Its relative energy (zero: lowest compared OMol25 entry of this formula, charge and spin) is 66.5 kcal per mole. Its gap between HOMO and LUMO is 9.4612 eV.

***

Entry 2:
Formula: C20H62O26P6
Source: OMol25
Level of theory: the ωB97M-V functional and the def2-TZVPD basis

ORCA input file:
```
! wB97M-V def2-TZVPD RIJCOSX def2/J DEFGRID3
* xyz 0 1
C -2.56 -2.11 0.86
O -1.30 -1.98 0.37
H -2.91 -3.14 1.00
H -2.74 -1.45 1.71
H -3.28 -1.69 0.16
H -0.91 -2.82 0.11
C 0.09 -2.09 -2.69
O -0.99 -2.82 -2.12
H -0.39 -1.40 -3.38
H 0.63 -1.73 -1.81
H 0.78 -2.62 -3.33
H -0.70 -3.27 -1.32
C 6.75 -3.08 2.59
O 5.44 -2.73 2.20
P 4.41 -3.90 1.76
O 3.63 -4.46 2.93
O 3.40 -3.18 0.71
C 3.77 -2.63 -0.49
O 5.40 -4.93 1.01
C 5.07 -6.26 0.77
H 6.74 -3.89 3.32
H 7.24 -2.35 3.22
H 7.41 -3.44 1.79
H 3.47 -1.58 -0.59
H 3.09 -3.06 -1.23
H 4.79 -2.80 -0.81
H 5.10 -6.80 1.73
H 5.83 -6.81 0.21
H 4.11 -6.30 0.26
C 2.32 -1.60 3.84
O 0.91 -1.94 3.70
P 0.03 -2.78 4.77
O 0.75 -3.89 5.44
O -0.35 -1.65 5.83
C -1.14 -1.83 6.98
O -1.39 -3.00 3.98
C -2.25 -1.94 3.52
H 2.62 -0.68 4.34
H 2.88 -1.58 2.90
H 2.76 -2.36 4.48
H -1.56 -2.83 7.01
H -1.89 -1.04 6.89
H -0.54 -1.69 7.88
H -1.68 -1.25 2.90
H -2.88 -1.56 4.33
H -2.91 -2.27 2.72
C 1.73 -1.93 0.81
O 2.24 -0.64 0.47
P 1.30 0.62 0.11
O 0.63 1.27 1.29
O 2.22 1.63 -0.73
C 1.75 2.92 -1.19
O 0.32 0.15 -1.05
C -1.07 -0.03 -0.83
H 0.66 -2.08 0.95
H 2.00 -2.28 1.80
H 2.10 -2.69 0.13
H 0.69 3.13 -1.08
H 1.97 3.05 -2.25
H 2.27 3.70 -0.65
H -1.50 -0.74 -1.53
H -1.62 0.91 -0.88
H -1.16 -0.38 0.20
C 5.06 3.98 -3.50
O 3.91 3.34 -3.04
P 2.90 2.63 -4.06
O 1.44 2.90 -3.86
O 3.45 3.07 -5.59
C 2.82 2.43 -6.78
O 3.32 1.07 -3.88
C 2.88 0.26 -2.73
H 4.86 4.63 -4.35
H 5.87 3.25 -3.50
H 5.38 4.74 -2.78
H 3.78 2.18 -7.23
H 2.41 3.21 -7.42
H 2.12 1.59 -6.78
H 2.73 -0.73 -3.15
H 2.06 0.69 -2.16
H 3.67 0.15 -1.99
C -1.51 2.60 1.21
O -2.47 2.31 2.27
P -3.91 1.68 2.01
O -4.04 0.45 1.19
O -4.53 1.44 3.53
C -4.11 0.40 4.38
O -4.67 2.97 1.35
C -5.34 2.97 0.17
H -0.57 2.06 1.21
H -1.25 3.66 1.22
H -1.86 2.48 0.19
H -3.44 -0.26 3.82
H -4.89 -0.29 4.71
H -3.45 0.84 5.13
H -4.86 2.32 -0.55
H -5.32 3.96 -0.29
H -6.39 2.67 0.26
C -6.98 2.39 -2.24
O -5.98 3.12 -3.01
P -4.49 3.25 -2.44
O -4.41 4.24 -1.40
O -3.71 3.69 -3.79
C -3.98 4.91 -4.45
O -4.01 1.72 -2.01
C -2.76 1.38 -1.50
H -6.84 2.54 -1.17
H -6.94 1.34 -2.55
H -7.99 2.66 -2.57
H -3.20 5.62 -4.17
H -4.97 5.31 -4.26
H -3.95 4.97 -5.54
H -2.29 2.17 -0.92
H -2.13 0.97 -2.30
H -3.01 0.67 -0.72
*
```

Its calculated total energy is -4803.4469 hartree. Its HOMO energy is -8.83 eV. The LUMO energy is 0.0093 Ha. Its relative energy (zero: lowest compared OMol25 entry of this formula, charge and spin) is 440.1 kcal per mole. Its gap between HOMO and LUMO is 9.0864 eV.

***

Entry 3:
Formula: C20H64BN5O5
Source: OMol25
Level of theory: the ωB97M-V functional and the def2-TZVPD basis

ORCA input file:
```
! wB97M-V def2-TZVPD RIJCOSX def2/J DEFGRID3
* xyz 4 1
B -19.23 -5.83 -6.61
H -18.44 -5.11 -6.69
H -18.85 -6.84 -6.64
H -19.75 -5.67 -5.68
H -19.91 -5.69 -7.43
C -17.05 -3.57 -9.19
C -16.59 -3.36 -10.63
C -17.43 -4.14 -11.65
O -17.19 -3.83 -13.03
C -18.17 -4.62 -13.82
N -16.48 -1.87 -10.87
H -15.82 -1.44 -10.23
H -16.06 -1.67 -11.76
H -17.40 -1.45 -10.87
H -16.79 -4.56 -8.82
H -18.09 -3.36 -8.95
H -16.50 -3.02 -8.43
H -15.53 -3.60 -10.74
H -18.45 -3.82 -11.43
H -17.49 -5.22 -11.52
H -18.10 -4.25 -14.84
H -19.20 -4.65 -13.47
H -17.98 -5.69 -13.74
C -23.15 -9.43 -5.21
C -21.82 -9.03 -5.94
C -21.79 -9.33 -7.47
O -20.71 -8.67 -8.11
C -19.43 -9.21 -8.02
N -21.49 -7.55 -5.64
H -22.22 -6.97 -6.04
H -21.30 -7.36 -4.67
H -20.64 -7.26 -6.10
H -22.94 -9.13 -4.18
H -23.27 -10.52 -5.24
H -24.08 -9.00 -5.58
H -21.00 -9.57 -5.45
H -22.69 -9.04 -8.01
H -21.69 -10.40 -7.65
H -19.34 -10.09 -8.65
H -18.98 -9.30 -7.03
H -18.79 -8.41 -8.39
C -23.96 -7.44 -12.72
C -22.94 -6.78 -11.85
C -21.57 -6.90 -12.40
O -20.54 -6.12 -11.84
C -20.23 -6.49 -10.48
N -23.33 -5.27 -11.71
H -23.47 -4.76 -12.57
H -24.16 -5.19 -11.14
H -22.67 -4.72 -11.17
H -23.88 -8.50 -12.96
H -23.94 -7.05 -13.74
H -24.97 -7.29 -12.32
H -22.99 -7.24 -10.87
H -21.60 -6.68 -13.47
H -21.26 -7.94 -12.33
H -19.86 -7.51 -10.37
H -21.12 -6.57 -9.86
H -19.50 -5.78 -10.10
C -16.71 -7.78 -4.74
C -16.45 -6.64 -3.66
C -15.04 -6.01 -3.95
O -14.86 -4.79 -3.16
C -14.38 -4.99 -1.86
N -17.59 -5.56 -3.90
H -17.65 -5.49 -4.90
H -18.53 -5.84 -3.67
H -17.49 -4.62 -3.55
H -17.73 -8.15 -4.62
H -16.10 -8.68 -4.76
H -16.59 -7.48 -5.78
H -16.44 -6.98 -2.63
H -14.82 -5.75 -4.99
H -14.22 -6.70 -3.76
H -14.12 -4.04 -1.39
H -13.47 -5.54 -1.64
H -15.13 -5.56 -1.30
C -21.94 -3.71 -4.50
C -21.41 -2.83 -5.54
C -20.00 -2.23 -5.30
O -19.60 -1.25 -6.31
C -18.23 -0.87 -6.25
N -21.31 -3.67 -6.85
H -20.66 -4.44 -6.72
H -22.21 -3.99 -7.17
H -20.95 -3.11 -7.61
H -22.99 -4.01 -4.62
H -21.92 -3.09 -3.61
H -21.30 -4.59 -4.45
H -22.17 -2.07 -5.69
H -19.29 -3.05 -5.31
H -19.87 -1.82 -4.30
H -17.72 -1.83 -6.24
H -17.99 -0.42 -5.29
H -17.91 -0.34 -7.15
*
```

Its calculated total energy is -1473.6215 hartree. Its HOMO energy is -18.24 eV. The LUMO energy is -0.3743 Ha. Its gap between HOMO and LUMO is 8.0505 eV.

***

Entry 4:
Formula: C20H64O12
Source: OMol25
Level of theory: the ωB97M-V functional and the def2-TZVPD basis

ORCA input file:
```
! wB97M-V def2-TZVPD RIJCOSX def2/J DEFGRID3
* xyz 0 1
C -1.98 3.07 -0.61
C -3.17 2.10 -0.51
O -3.10 1.24 -1.62
H -2.28 3.86 -1.30
H -1.08 2.52 -0.85
H -1.83 3.58 0.35
H -4.09 2.66 -0.40
H -3.06 1.59 0.45
H -3.90 0.73 -1.55
C 4.49 -2.54 -0.15
C 4.99 -3.16 -1.46
O 5.54 -2.12 -2.28
H 4.13 -3.22 0.62
H 3.76 -1.79 -0.45
H 5.29 -2.03 0.39
H 4.17 -3.65 -1.99
H 5.72 -3.86 -1.04
H 6.42 -2.42 -2.54
C 3.31 1.92 -0.19
C 4.06 2.89 0.73
O 3.23 3.17 1.84
H 2.33 2.27 -0.53
H 3.14 1.05 0.44
H 3.95 1.68 -1.03
H 4.33 3.78 0.16
H 5.00 2.44 1.07
H 2.83 4.03 1.68
C -2.60 -3.57 -0.38
C -3.35 -4.27 -1.55
O -3.15 -5.62 -1.31
H -1.56 -3.85 -0.49
H -2.85 -4.06 0.56
H -2.78 -2.50 -0.43
H -2.90 -4.01 -2.51
H -4.42 -4.11 -1.62
H -3.69 -6.16 -1.90
C 0.33 5.03 -3.35
C 0.49 3.49 -3.42
O -0.56 2.87 -4.10
H 0.49 5.49 -4.33
H 1.14 5.42 -2.72
H -0.71 5.18 -3.08
H 0.72 3.13 -2.42
H 1.43 3.36 -3.96
H -0.41 1.93 -4.08
C -3.08 -0.64 3.01
C -3.82 0.08 4.10
O -3.38 1.41 4.15
H -2.10 -1.01 3.29
H -2.94 -0.03 2.12
H -3.58 -1.55 2.67
H -3.76 -0.48 5.04
H -4.84 0.19 3.74
H -2.50 1.43 4.52
C 1.62 -2.39 2.79
C 0.74 -3.65 2.48
O 1.54 -4.59 1.70
H 1.12 -1.53 3.22
H 2.13 -2.03 1.89
H 2.34 -2.61 3.57
H -0.12 -3.39 1.87
H 0.40 -4.13 3.39
H 2.32 -4.84 2.21
C -0.07 3.47 4.53
C 0.23 2.02 4.35
O -0.73 1.29 5.02
H -1.10 3.66 4.23
H 0.64 4.13 4.03
H 0.01 3.71 5.59
H 1.28 1.83 4.58
H 0.21 1.90 3.27
H -0.25 0.78 5.69
C -2.97 -0.58 -4.30
C -2.29 -1.81 -4.98
O -3.33 -2.75 -5.23
H -3.15 -0.87 -3.27
H -3.91 -0.35 -4.80
H -2.37 0.33 -4.22
H -1.56 -2.33 -4.37
H -1.74 -1.52 -5.88
H -3.24 -3.23 -6.05
C 0.04 0.25 0.89
C 0.32 0.03 -0.58
O -0.84 -0.50 -1.20
H -0.68 1.04 1.10
H 0.97 0.51 1.38
H -0.35 -0.67 1.32
H 1.20 -0.61 -0.69
H 0.61 0.94 -1.09
H -1.60 0.02 -0.93
O 0.45 0.05 -3.75
H 1.40 -0.06 -3.66
H 0.09 -0.33 -2.95
O 4.12 0.39 2.96
H 3.65 1.04 2.44
H 5.03 0.45 2.66
*
```

Its calculated total energy is -1703.1189 hartree. Its HOMO energy is -9.70 eV. The LUMO energy is 0.0114 Ha. The SMILES is CCO.CCO.CCO.CCO.CCO.CCO.CCO.CCO.CCO.CCO.O.O. Its relative energy (zero: lowest compared OMol25 entry of this formula, charge and spin) is 31.2 kcal per mole. Its gap between HOMO and LUMO is 10.0085 eV.